Record 1
C18H69N9O10S | the ωB97M-V functional and the def2-TZVPD basis

Geometry as XYZ:
```
107
Properties=species:S:1:pos:R:3:forces:R:3
N 2.8196 -3.6731 1.3109 0.20 -0.30 0.69
H 2.2119 -4.4783 1.3594 0.33 -1.04 -0.25
H 3.7426 -3.8174 0.9270 0.27 -0.57 -0.47
H 2.9445 -3.3663 2.2651 0.21 0.19 0.37
H 2.2369 -2.9803 0.8630 -0.28 1.04 -0.36
N -0.3941 -2.3666 -2.2976 -1.18 -0.16 -1.66
H -0.8934 -1.9471 -1.5264 -0.47 -0.01 0.57
H 0.5265 -1.9523 -2.3297 1.75 -0.11 0.18
H -0.7810 -2.0585 -3.1782 -0.67 0.08 -0.55
H -0.4142 -3.3763 -2.3131 0.15 -0.36 0.21
N -3.1876 -2.7107 1.0296 2.21 -1.43 0.53
H -3.8260 -1.9696 0.7778 -2.23 1.75 -0.16
H -2.2348 -2.5133 0.7589 0.47 0.38 -1.03
H -3.4463 -3.6002 0.6274 -0.56 -0.58 0.58
H -3.0879 -2.6229 2.0309 -1.12 -0.98 0.39
N 0.1237 -2.6268 4.0887 -0.13 0.03 0.40
H -0.8770 -2.6362 3.9522 -0.39 -0.41 0.76
H 0.4888 -3.5355 4.3361 -0.15 -0.63 0.51
H 0.4460 -1.9274 4.7422 -0.17 0.07 0.71
H 0.4561 -2.3790 3.1677 0.84 0.37 -1.91
N 2.0859 0.3739 3.0551 0.71 -1.18 2.06
H 2.8091 -0.3135 3.2122 0.22 -0.45 -0.48
H 2.3843 1.0258 2.3437 0.80 2.44 -1.38
H 1.9702 0.7544 3.9835 -0.17 1.04 0.11
H 1.2160 0.0328 2.6715 -0.98 -0.53 -0.27
N -1.9694 0.2433 3.7878 0.53 0.77 0.96
H -1.4602 0.4190 2.9335 0.11 -0.05 -1.70
H -2.1225 -0.7488 3.8994 -0.63 0.15 0.20
H -2.7805 0.8330 3.9077 -0.99 -0.02 -0.19
H -1.3182 0.5925 4.4763 0.20 -0.04 0.93
S 0.1429 -1.0764 0.7866 1.69 2.82 0.34
O -0.2518 -0.0797 1.7982 -0.94 0.33 0.75
O 1.1486 -0.4875 -0.0730 -0.40 0.23 -0.29
O 0.8328 -2.1122 1.5503 0.85 -2.73 1.74
O -0.9811 -1.6256 0.1005 -1.59 -0.54 -0.74
C -6.7894 0.6794 -2.3798 0.61 -0.90 -0.21
O -5.6113 0.1994 -1.6359 0.12 -0.23 -0.30
C -5.2011 1.0069 -0.5468 -0.33 1.04 -2.54
C -4.2525 0.3327 0.3943 -2.41 -1.52 0.82
N -5.0194 -0.8210 1.0597 1.46 1.47 -0.45
C -5.5497 -0.2632 2.2741 -0.80 -1.75 1.39
C -6.6332 -1.2125 2.8699 0.04 2.41 -0.68
O -7.7201 -1.0852 1.9505 0.90 -0.16 1.66
C -8.9029 -1.3497 2.6960 -1.64 -0.06 -0.74
H -7.7209 0.4943 -1.8447 0.15 0.04 0.31
H -6.7828 0.0508 -3.2702 -0.13 0.05 0.09
H -6.7579 1.7110 -2.7303 0.45 0.14 0.41
H -6.1644 1.3827 -0.2020 0.34 0.14 1.53
H -4.6602 1.8786 -0.9150 0.00 0.41 -0.28
H -4.1047 1.0818 1.1722 0.69 -0.05 0.01
H -3.3278 -0.1048 0.0179 0.10 0.68 -0.61
H -5.8458 -1.0083 0.5101 -0.21 -0.17 -0.66
H -5.9650 0.7359 2.1427 -0.62 -0.11 -0.27
H -4.7803 -0.0527 3.0171 0.68 -0.46 0.31
H -6.8299 -0.7114 3.8177 -0.66 -0.11 0.25
H -6.4375 -2.2527 3.1302 0.63 -0.20 -0.43
H -9.0914 -2.4211 2.7644 0.12 -0.07 0.17
H -9.7382 -0.9100 2.1509 0.07 -0.12 -0.14
H -8.9378 -0.8889 3.6832 0.44 0.01 0.04
C 6.4314 -1.9248 -3.6698 0.93 0.66 -1.41
O 5.3511 -1.0868 -3.2829 -0.43 -1.71 1.10
C 4.6938 -1.5809 -2.1500 0.75 1.83 0.33
C 3.2918 -2.2570 -2.4109 -2.19 1.04 0.50
N 2.1661 -1.3413 -2.2871 1.32 0.34 -2.47
C 2.1995 -0.2007 -3.1966 -1.09 0.77 -1.70
C 0.8137 0.4644 -3.5005 0.52 0.33 -0.57
O 1.0342 1.5124 -4.4496 -1.34 -0.50 1.87
C -0.2435 1.9363 -5.0229 0.54 0.73 -1.34
H 6.9427 -1.4034 -4.4790 0.06 0.03 0.13
H 6.0619 -2.8514 -4.1091 -0.36 -0.37 0.08
H 7.1166 -2.1406 -2.8500 -0.18 0.03 0.21
H 4.4947 -0.6578 -1.6056 -0.34 0.00 0.30
H 5.3142 -2.2214 -1.5232 0.18 -0.28 -0.48
H 3.0678 -2.9408 -1.5922 0.84 -0.65 -0.21
H 3.2909 -2.7248 -3.3954 0.08 -0.17 0.12
H 1.9335 -0.9205 -1.3988 0.46 -0.68 0.74
H 2.5341 -0.4001 -4.2147 0.45 -0.69 0.16
H 2.8871 0.5499 -2.8070 0.02 0.39 0.18
H 0.3001 0.7382 -2.5789 0.07 0.77 0.32
H 0.0990 -0.1952 -3.9927 0.19 -0.87 -0.13
H -1.1977 1.8169 -4.5097 0.43 -0.71 0.88
H -0.3139 1.4528 -5.9973 -0.14 -0.04 0.00
H -0.2224 3.0115 -5.2006 0.51 -0.04 -0.02
C 7.1207 3.5641 0.4750 0.55 1.18 -0.59
O 5.8455 3.0362 0.1450 -0.88 -1.72 -0.23
C 5.3363 2.1104 1.1185 0.16 0.72 0.29
C 4.0536 1.2959 0.6753 1.53 1.48 -0.82
N 2.7130 1.9144 0.7802 -0.04 -0.54 0.19
C 2.5528 3.1959 0.0178 0.25 1.15 1.74
C 1.1935 3.9173 0.2675 -0.49 -1.27 -0.50
O 0.8582 4.9936 -0.5750 0.92 -0.77 0.63
C 1.1758 4.8334 -1.9599 -0.98 0.69 0.53
H 7.9593 2.8697 0.5264 -0.44 -0.67 0.88
H 7.0185 4.2879 1.2836 0.31 -0.44 0.49
H 7.5050 4.1666 -0.3480 -0.77 0.17 -0.40
H 5.2340 2.6796 2.0424 -0.96 0.19 0.30
H 6.1071 1.4210 1.4630 0.26 -0.59 -0.65
H 4.0650 0.3111 1.1424 -0.10 -0.07 0.71
H 4.2467 1.0224 -0.3621 0.16 0.24 -0.53
H 2.1437 1.2014 0.3471 -0.58 0.23 -0.25
H 2.7455 3.0889 -1.0497 0.24 -0.15 0.15
H 3.2581 3.8490 0.5317 0.57 0.11 -0.85
H 1.0730 4.2186 1.3081 0.41 0.40 -0.06
H 0.4388 3.1403 0.1459 -0.61 -0.51 -0.23
H 2.2515 4.7490 -2.1141 -0.15 0.39 -0.32
H 0.6811 5.7218 -2.3525 0.81 0.11 -0.52
H 0.6402 4.0115 -2.4351 0.04 -0.59 0.18
```
Forces are in eV/Å.

As for the charge: +5. The expectation value of S² is 0.756. The LUMO energy (spin up / spin down) is -14.2 / -16.6 eV. Its multiplicity is 2.



Record 2
C18H85AgN3O24 | the ωB97M-V functional and the def2-TZVPD basis

Geometry as XYZ:
```
131
Properties=species:S:1:pos:R:3:forces:R:3
Ag 1.5563 -0.6592 0.4606 0.25 0.77 0.01
O 0.6784 1.0347 1.3084 -0.27 0.32 -0.35
H 1.1147 1.3913 2.0919 0.18 -0.24 -0.01
O -0.0645 -0.5326 -0.8234 -0.36 -0.47 0.00
H -0.2708 -1.3487 -1.3159 0.43 0.46 0.33
C -4.8231 -2.9824 1.2407 0.98 0.23 -0.06
C -3.5342 -2.4484 1.8925 1.82 0.05 0.94
C -3.1436 -3.4379 3.0709 -0.32 0.44 -0.93
O -4.2245 -3.5654 3.9695 0.15 -0.08 -0.55
C -4.3555 -4.8955 4.4205 -0.96 1.43 0.31
N -2.3237 -2.4400 0.9935 -0.28 -1.08 0.27
H -4.6157 -4.0372 1.1318 -0.41 -0.65 0.19
H -5.0122 -2.6847 0.1947 -0.01 0.62 0.63
H -5.6557 -2.7970 1.9371 0.21 -0.18 -0.61
H -3.5761 -1.4199 2.3065 -0.69 -0.52 -0.09
H -2.2917 -3.0823 3.6587 0.29 0.16 -0.34
H -2.8654 -4.4281 2.6239 -0.25 0.72 0.22
H -5.0685 -4.7898 5.2178 -0.78 -0.58 0.14
H -3.4791 -5.2271 4.8971 1.53 -0.65 0.38
H -4.6516 -5.5491 3.6165 -0.26 -0.44 -0.19
H -2.5172 -1.9123 0.1621 -0.06 0.42 -0.32
H -1.4905 -2.0192 1.4291 -0.81 0.01 -0.06
C -4.9355 -1.8932 -6.1288 -1.55 1.24 -1.45
C -4.8887 -1.9130 -4.6541 -1.53 2.06 1.79
C -4.0043 -0.8258 -3.9801 -0.22 0.64 -0.33
O -2.6469 -1.0756 -4.3588 0.46 0.02 0.73
C -1.8609 -1.8966 -3.4934 1.06 0.12 -0.58
N -6.2253 -1.6235 -4.0391 0.29 -0.93 0.40
H -5.4006 -2.8195 -6.5384 0.65 0.49 0.23
H -3.9295 -1.7135 -6.4796 0.21 -0.28 -0.52
H -5.6015 -1.0509 -6.4958 0.83 -0.71 0.39
H -4.5208 -2.8707 -4.4365 0.66 -1.52 1.04
H -4.1582 -0.7500 -2.8402 0.40 -0.41 -1.58
H -4.2645 0.2103 -4.3906 0.32 -1.46 0.48
H -1.8450 -1.5444 -2.4556 -0.42 0.15 -0.13
H -0.7859 -1.8192 -3.8615 -1.34 -0.21 0.30
H -2.1690 -2.9550 -3.5097 0.00 0.28 -0.08
H -6.1602 -1.9069 -3.0538 -0.06 0.37 -0.32
H -6.9682 -2.2239 -4.3883 0.18 0.03 -0.38
C 4.2352 5.7357 1.8442 -0.19 -0.77 0.27
C 3.4786 4.6984 0.9657 -0.74 1.24 -1.02
C 3.3998 3.2987 1.5279 -0.17 -0.52 -0.28
O 4.2986 2.4441 0.7732 -3.41 -1.72 -0.20
C 5.6136 2.6318 0.9892 1.44 2.29 0.66
N 2.0817 5.1752 0.6890 -0.18 0.47 0.19
H 3.5645 5.8725 2.7540 1.18 0.24 -0.97
H 4.4292 6.6690 1.2761 -0.47 -0.37 0.51
H 5.2672 5.3476 2.1207 -1.37 0.32 -0.08
H 3.9828 4.5785 -0.0033 0.29 0.11 0.14
H 2.3810 2.9258 1.2855 0.74 -0.05 0.46
H 3.6113 3.1913 2.6188 -0.17 0.20 -0.77
H 5.8448 3.6325 0.5690 0.67 -0.35 0.27
H 6.1995 1.8922 0.4735 0.20 -0.40 0.06
H 5.7660 2.6792 2.0798 0.67 -0.24 -0.16
H 2.0159 6.1562 0.4010 0.36 -0.54 0.24
H 1.4477 4.6440 0.0602 1.02 0.11 0.77
O -1.8379 0.8849 2.2194 -2.07 -0.85 1.14
H -1.0133 1.1503 1.8599 2.08 0.47 -0.99
H -2.1361 1.5938 2.8153 -0.39 0.20 -0.40
O 0.8507 1.1051 -2.7937 -0.12 0.88 -0.14
H 0.5467 0.9954 -1.8536 0.20 -0.15 -0.98
H 1.2785 1.9984 -2.8656 -0.34 -1.12 0.55
O -3.5063 3.0037 3.1139 0.11 0.29 0.34
H -2.8825 3.6970 3.3933 -0.20 -0.41 -0.19
H -3.5894 3.1755 2.1635 0.02 0.01 -0.05
O -1.3177 4.3170 1.9778 0.04 0.34 -0.08
H -2.0488 4.8491 1.6176 0.41 -0.39 -0.20
H -0.7660 4.0711 1.2127 -0.31 0.16 0.12
O -0.7146 0.7342 -5.2596 1.39 0.74 -0.25
H -0.1735 0.7011 -4.4463 -0.28 -0.04 -0.11
H -1.4148 0.0979 -5.1696 -0.70 -0.84 0.38
O -2.6319 2.2679 -4.4834 -1.99 2.48 -1.33
H -2.9799 2.8846 -5.2129 0.54 -1.29 1.82
H -1.8191 1.9517 -4.8793 1.09 -0.77 -0.21
O -0.1325 3.1193 -0.5659 0.76 -0.20 0.71
H -0.9809 3.0016 -1.0256 -0.30 -0.11 0.16
H 0.0365 2.3636 0.0560 -0.17 0.31 -0.51
O 2.8559 -0.6166 -2.7788 -1.37 0.53 -0.36
H 2.0754 0.0020 -3.0096 1.02 -0.62 0.56
H 3.5884 -0.3985 -3.3437 0.30 0.06 -0.48
O 2.1926 -4.0172 1.1684 -1.09 0.65 -1.52
H 1.2233 -4.2254 1.2140 0.75 -0.09 0.55
H 2.6831 -4.2990 1.9176 0.12 -0.49 1.10
O -2.8227 0.4099 -0.6102 -1.45 0.18 -0.04
H -1.8933 0.3111 -0.5227 2.30 -0.53 -0.66
H -2.9732 0.6019 0.3166 -0.73 0.23 0.72
O -2.6663 3.0416 -1.7109 0.28 0.07 -2.00
H -2.5176 2.9726 -2.7095 -0.31 0.28 1.21
H -3.0308 2.1643 -1.5421 0.02 -0.54 0.51
O 2.6207 2.9083 -1.7620 0.39 0.08 -1.07
H 1.9734 3.5152 -1.3916 0.10 -0.32 0.58
H 3.1582 2.4551 -1.1025 -0.30 0.36 0.42
O 3.3669 -0.1242 1.8137 0.95 0.52 -0.95
H 3.8073 0.7148 1.5103 -0.26 -0.66 -0.50
H 2.9884 0.2136 2.6114 -0.88 0.18 1.40
O 0.0019 0.1014 4.0902 -0.98 -0.30 1.70
H -0.3599 -0.0504 5.0122 0.55 0.18 -1.67
H -0.8031 0.1668 3.5090 0.55 0.09 0.21
O 2.9399 -1.9794 -0.6596 -0.10 -1.21 2.07
H 2.7699 -1.9138 -1.5948 -0.06 0.21 -1.16
H 2.8610 -2.9001 -0.3052 -0.09 0.74 -0.34
O -3.8465 4.3480 0.3592 0.00 0.17 0.81
H -4.7254 4.7219 0.4970 0.21 -0.19 -0.54
H -3.6849 4.0615 -0.5553 -0.17 0.05 -0.07
C 5.6492 -0.4956 -0.9405 1.35 1.28 -2.11
C 6.1531 -1.7468 -1.6772 0.05 -0.09 -1.48
O 6.3973 -1.5794 -3.1273 -0.46 1.09 1.07
H 6.4854 0.2800 -1.0726 -0.93 -0.95 0.31
H 5.5237 -0.6430 0.1159 -0.35 -0.22 0.36
H 4.7693 -0.0174 -1.4403 0.39 -0.74 0.74
H 5.5257 -2.6181 -1.7241 -0.71 -0.18 0.94
H 7.1126 -2.0486 -1.3166 0.57 -0.18 0.73
H 6.1458 -0.6629 -3.2772 0.22 0.05 -0.49
C 3.5528 0.4375 5.4791 1.37 0.60 -0.61
C 3.1905 1.8474 5.1313 0.82 -0.41 -1.32
O 2.2802 1.8694 4.0603 -0.37 0.22 -0.66
H 4.2865 0.5557 6.3072 -0.50 -1.04 -0.41
H 3.9678 -0.0025 4.5607 0.61 -0.02 0.48
H 2.6844 -0.1621 5.6244 -0.68 -0.39 1.00
H 4.1048 2.3938 4.8195 -0.52 -0.14 0.10
H 2.7768 2.3329 5.9554 -0.65 1.07 1.54
H 1.4150 1.5711 4.3799 -0.07 -0.22 -0.24
C 0.1975 -4.9811 -1.1534 0.55 -0.38 -0.44
C -0.6235 -5.6649 -0.1170 -0.86 0.83 0.73
O -0.6946 -4.8331 1.0541 -1.53 1.41 -0.63
H 0.3615 -5.6678 -1.9696 0.20 -0.21 -0.49
H 1.1698 -4.7258 -0.7277 -0.12 0.12 -0.31
H -0.3056 -4.1150 -1.5688 -0.03 0.33 0.12
H -0.2471 -6.6378 0.1585 0.37 -0.23 0.21
H -1.6408 -5.8134 -0.4684 -0.23 -0.21 -0.23
H -1.4263 -4.0911 0.8347 1.81 -1.34 0.81
```
Forces are in eV/Å.

As for the charge: 0. The expectation value of S² is 0.755. The LUMO energy (spin up / spin down) is 0.3 / -1.6 eV. Its multiplicity is 2.